No. 1
C5H15N2 | ωB97M-V/def2-TZVPD

E_HOMO (alpha / beta) ... -12.4 / -14.6 eV
HOMO-LUMO gap (alpha / beta) ... 7.0 / 11.0 eV
E ... -308.544136 hartree
LUMO (alpha / beta) ... -0.1960 / -0.1309 hartree
Net charge ... +1

Element x y z (Å)
C -1.4752 -1.3323 0.0027
C 0.8935 -0.8597 2.5677
C -0.0518 0.1028 -2.0605
C -0.6962 1.5582 -0.2025
C 1.5193 0.6309 -0.1872
N -0.1834 -0.7517 0.0889
N 0.1049 0.4133 -0.6403
H -1.4150 -2.2235 0.7321
H -2.3282 -0.7169 0.2419
H -1.6649 -1.7350 -0.9667
H 1.8019 -1.3893 2.3751
H 1.1294 -0.0182 3.1481
H -0.0112 -1.5428 2.4973
H -1.0877 0.0121 -2.4166
H 0.2422 1.0801 -2.5045
H 0.4968 -0.8127 -2.3599
H -0.5636 1.7837 0.8400
H -0.4392 2.4479 -0.7285
H -1.6615 1.3989 -0.3984
H 1.8026 1.6474 -0.4835
H 1.5214 0.5582 0.9744
H 2.0657 -0.2514 -0.5196

***

No. 2
C18H54O15 | ωB97M-V/def2-TZVPD

E_HOMO ... -9.7 eV
HOMO-LUMO gap ... 9.8 eV
E ... -1846.702999 hartree
SMILES ... OCCO.OCCO.OCCO.OCCO.OCCO.OCCO.CCO.CCO.CCO
LUMO ... 0.0035 hartree

Element x y z (Å)
O -1.5724 -3.3845 0.8327
C -2.0518 -4.2332 -0.1708
C -1.7103 -3.6673 -1.5721
O -2.1887 -2.3540 -1.7032
H -2.1320 -2.6009 0.7789
H -1.5387 -5.1859 -0.1362
H -3.1200 -4.4102 -0.0603
H -2.1612 -4.2590 -2.3720
H -0.6303 -3.7005 -1.7636
H -1.6163 -1.7005 -1.2243
O -1.7769 -1.6237 -4.4969
C -2.8459 -0.8619 -5.0316
C -3.1894 0.2786 -4.0746
O -4.0275 -0.2206 -2.9998
H -2.1128 -1.9568 -3.6479
H -2.5280 -0.4926 -6.0056
H -3.7932 -1.3910 -5.1860
H -3.7323 1.0715 -4.5788
H -2.2330 0.6836 -3.7221
H -3.4653 -0.3068 -2.2072
O 3.4053 0.0230 -4.5639
C 2.8147 -0.2701 -3.3436
C 1.4559 -0.9700 -3.5192
O 0.7294 -0.0970 -4.4573
H 2.6286 0.2848 -5.0886
H 3.5395 -0.8884 -2.7947
H 2.6314 0.6658 -2.7935
H 0.9261 -0.9892 -2.5426
H 1.5555 -1.9659 -3.9520
H -0.1020 -0.5101 -4.7353
O 0.2335 0.3639 6.2797
C 1.6255 0.6259 6.0006
C 2.1746 -0.4818 5.1125
O 1.3729 -0.5145 3.9144
H -0.2265 0.3828 5.4187
H 1.7352 1.5557 5.4270
H 2.2077 0.6817 6.9228
H 2.0593 -1.4603 5.5607
H 3.2099 -0.2852 4.8681
H 1.3031 -1.4174 3.6463
O 4.7179 -5.5012 -0.8404
C 4.0754 -4.6261 0.0641
C 3.8590 -3.2729 -0.6038
O 5.0437 -2.5940 -0.9113
H 5.1468 -6.1509 -0.2685
H 3.0899 -4.9358 0.3649
H 4.6609 -4.4895 0.9761
H 3.2593 -2.6599 0.0853
H 3.3192 -3.4662 -1.5398
H 5.7346 -2.8956 -0.3249
O -2.6339 2.0830 -0.0751
C -3.4130 3.2933 -0.4146
C -3.9909 3.1968 -1.8465
O -5.1885 2.4157 -1.9490
H -2.2112 2.2583 0.7906
H -4.2488 3.3800 0.2933
H -2.7315 4.1690 -0.3623
H -3.2115 2.7447 -2.4729
H -4.2821 4.1725 -2.2498
H -4.9129 1.5522 -2.3054
C 3.6361 2.0992 2.6682
C 2.3245 2.6190 2.0785
O 1.1935 2.1749 2.8495
H 4.4634 2.2709 1.9531
H 3.5145 1.0364 2.8216
H 3.8340 2.6366 3.6057
H 2.1524 2.1976 1.0716
H 2.2365 3.6870 2.0260
H 1.3247 1.2312 2.9886
C -2.9627 4.7503 3.1119
C -1.5874 4.2663 2.7005
O -1.4904 2.8529 2.4410
H -3.6579 4.6122 2.2982
H -2.8895 5.8337 3.3169
H -3.2990 4.2411 4.0233
H -0.8625 4.4976 3.4893
H -1.2949 4.8093 1.7793
H -0.5650 2.5798 2.5958
C 0.8161 -0.8070 0.2392
C -0.0034 0.3561 -0.2110
O -1.2866 -0.1285 -0.5369
H 0.9358 -1.5894 -0.5027
H 0.2885 -1.2688 1.0649
H 1.8137 -0.5093 0.5595
H 0.4547 0.8760 -1.0670
H -0.0302 1.0497 0.6262
H -1.9944 0.5336 -0.4199

***

No. 3
C23H28N2O3S | ωB97M-V/def2-TZVPD

E_HOMO ... -9.0 eV
HOMO-LUMO gap ... 9.4 eV
E ... -1626.673583 hartree
SMILES ... Cc1ccccc1NS(=O)(=O)c1cc(C(=O)NCCC2=CCCCC2)ccc1C
LUMO ... 0.0149 hartree

Element x y z (Å)
C 0.7568 3.1866 -3.8297
C 1.4174 3.2246 -2.4857
C 2.4447 4.1179 -2.2151
C 3.0741 4.1401 -0.9822
C 2.6686 3.2702 0.0149
C 1.6391 2.3792 -0.2296
C 1.0206 2.3458 -1.4730
N 0.0014 1.3837 -1.6679
S 0.5389 -0.1308 -2.1937
O -0.6261 -0.9676 -2.1888
O 1.2392 -0.0077 -3.4448
C 1.6067 -0.6236 -0.8455
C 0.9003 -1.1746 0.2061
C 1.5529 -1.5783 1.3618
C 0.8247 -2.1267 2.5508
O 1.2667 -2.0220 3.6790
N -0.3314 -2.7580 2.2569
C -1.2887 -3.1546 3.2614
C -2.3738 -2.0803 3.4518
C -2.9520 -1.6279 2.1315
C -3.7232 -2.4167 1.3949
C -4.3231 -2.0133 0.0834
C -4.3340 -0.4958 -0.0709
C -2.9466 0.0510 0.2437
C -2.5991 -0.2284 1.7049
C 2.9332 -1.3986 1.4352
C 3.6289 -0.8568 0.3739
C 2.9836 -0.4504 -0.7962
C 3.7676 0.1693 -1.9049
H 1.2329 3.8887 -4.5089
H -0.2994 3.4493 -3.7505
H 0.8308 2.1840 -4.2504
H 2.7634 4.8009 -2.9893
H 3.8771 4.8386 -0.8005
H 3.1468 3.2853 0.9824
H 1.2996 1.7069 0.5427
H -0.7238 1.6899 -2.3036
H -0.1677 -1.2501 0.0821
H -0.6661 -2.7598 1.3067
H -1.7426 -4.0985 2.9501
H -0.7422 -3.3036 4.1948
H -3.1567 -2.4959 4.0890
H -1.9322 -1.2258 3.9663
H -3.9530 -3.4186 1.7345
H -5.3380 -2.4118 0.0081
H -3.7396 -2.4573 -0.7306
H -4.6265 -0.2263 -1.0869
H -5.0622 -0.0645 0.6202
H -2.9064 1.1264 0.0590
H -2.2241 -0.4227 -0.4240
H -1.5341 -0.0493 1.8812
H -3.1464 0.4691 2.3498
H 3.4409 -1.6917 2.3419
H 4.6993 -0.7313 0.4447
H 3.9072 1.2321 -1.7028
H 3.2455 0.0711 -2.8509
H 4.7503 -0.2914 -1.9770

***

No. 4
C2H7NO3S2 | ωB97M-V/def2-TZVPD

E_HOMO ... -9.2 eV
HOMO-LUMO gap ... 8.0 eV
E ... -1157.164960 hartree
SMILES ... O=S(=O)(O)C=S.CN
LUMO ... -0.0441 hartree

Element x y z (Å)
O -1.2199 -1.6895 -0.6730
S -1.5604 -0.5539 0.0777
O -1.2512 -0.4723 1.5290
O -3.1726 -0.4483 -0.0420
C -1.2325 1.0043 -0.7924
S -0.7151 2.2883 -0.0454
H -3.3548 0.2370 0.6348
H -1.5997 1.1374 -1.8876
C 2.3049 0.1622 0.5205
N 1.3937 -0.5662 -0.3278
H 2.3938 -0.1543 1.6081
H 3.2551 0.0548 0.0715
H 1.9914 1.1361 0.5104
H 1.7426 -0.7846 -1.2795
H 1.0247 -1.3510 0.0955

***

No. 5
C59H50F6N3O3PSbSe2Tl | ωB97M-V/def2-TZVPD

E_HOMO ... -1.5 eV
HOMO-LUMO gap ... 5.2 eV
E ... -8824.472420 hartree
LUMO ... 0.1355 hartree
Net charge ... -2

Element x y z (Å)
Tl 0.0266 -0.7447 0.4439
C -1.1192 -3.8737 4.2246
C -2.4586 -4.1694 4.0328
C -3.2074 -3.3823 3.1743
C -2.6002 -2.3160 2.5052
N -1.2931 -2.0806 2.6573
C -0.5817 -2.8226 3.4970
C -3.3671 -1.4187 1.6021
C -4.7193 -1.1891 1.8871
C -5.4798 -0.3541 1.0786
C -4.8966 0.2303 -0.0374
C -3.5563 -0.0169 -0.3149
C -2.7244 -0.8193 0.4869
H -0.5026 -4.4429 4.9064
H -2.9233 -5.0021 4.5483
H -4.2519 -3.6087 3.0051
H 0.4658 -2.5573 3.5901
H -5.1811 -1.6248 2.7688
H -6.5138 -0.1477 1.3307
H -5.4808 0.8937 -0.6693
H -3.1148 0.4689 -1.1854
Se 2.5555 -0.2214 2.8303
P 3.2734 -1.9619 1.7632
Se 2.0105 -3.3020 0.6055
C 3.7887 -3.0622 3.2257
C 3.6797 -4.4495 3.1842
C 4.1155 -5.2380 4.2415
C 4.6902 -4.6579 5.3612
C 4.8078 -3.2764 5.4159
C 4.3603 -2.4922 4.3631
C 5.0023 -1.8473 1.1617
C 5.8980 -0.9901 1.7866
C 7.2035 -0.9011 1.3261
C 7.6078 -1.6555 0.2349
C 6.7053 -2.4968 -0.4007
C 5.4063 -2.6008 0.0672
H 3.2232 -4.9121 2.3196
H 3.9922 -6.3143 4.1885
H 5.0340 -5.2723 6.1865
H 5.2451 -2.8042 6.2889
H 4.4303 -1.4158 4.4406
H 5.5531 -0.3706 2.6052
H 7.9020 -0.2290 1.8116
H 8.6242 -1.5741 -0.1342
H 7.0108 -3.0596 -1.2752
H 4.6754 -3.2272 -0.4297
F 3.0439 7.2157 -4.0818
C 2.5533 6.0109 -3.6868
C 1.7500 5.3027 -4.5599
C 1.2501 4.0752 -4.1498
C 1.5497 3.5596 -2.8915
C 2.3661 4.3011 -2.0448
C 2.8738 5.5368 -2.4337
Sb 0.6805 1.6879 -2.1344
C -1.2454 2.4811 -2.8221
C -2.1828 1.7446 -3.5372
C -3.3656 2.3188 -3.9894
C -3.6073 3.6441 -3.7003
F -4.7448 4.2258 -4.1667
C -2.7234 4.4016 -2.9593
C -1.5482 3.8078 -2.5225
C 1.0558 0.6882 -4.0326
C 2.1248 1.0443 -4.8495
C 2.4132 0.3415 -6.0116
C 1.6072 -0.7248 -6.3522
F 1.8531 -1.3938 -7.5101
C 0.5638 -1.1366 -5.5513
C 0.3109 -0.4349 -4.3800
H 1.5299 5.7074 -5.5394
H 0.6111 3.5148 -4.8222
H 2.6056 3.9063 -1.0638
H 3.5111 6.1195 -1.7815
H -1.9951 0.7022 -3.7579
H -4.0832 1.7527 -4.5691
H -2.9513 5.4382 -2.7456
H -0.8444 4.3912 -1.9402
H 2.7580 1.8765 -4.5712
H 3.2586 0.6043 -6.6342
H -0.0191 -2.0061 -5.8261
H -0.4653 -0.7941 -3.7142
C -2.9776 5.5857 5.7626
C -2.3073 4.7403 4.7146
C -1.1228 4.0688 4.9800
C -0.4977 3.2830 4.0214
C 0.7934 2.5998 4.3776
C -1.0845 3.1566 2.7469
C -0.4092 2.3264 1.7408
O -0.7086 2.2472 0.5668
C -2.2991 3.8239 2.4669
C -2.9867 3.7022 1.1380
C -2.8791 4.6033 3.4559
H -2.3137 5.7704 6.6064
H -3.8729 5.0823 6.1338
H -3.2871 6.5445 5.3445
H -0.6726 4.1639 5.9625
H 1.0899 2.8416 5.3975
H 1.6070 2.8854 3.7099
H 0.7017 1.5146 4.2957
H 0.4375 1.7284 2.1155
H -3.2164 2.6588 0.9162
H -2.3453 4.0422 0.3277
H -3.9093 4.2842 1.1335
H -3.8044 5.1290 3.2436
O -6.0307 -4.1051 -0.8311
C -5.7480 -3.6574 -2.1322
N -4.3620 -3.3128 -2.3318
C -3.4779 -4.1848 -2.8860
O -3.8424 -5.1825 -3.4916
C -2.0309 -3.8180 -2.7772
C -1.1370 -4.3400 -3.7045
C 0.2000 -4.0143 -3.6090
C 0.6038 -3.1321 -2.6186
N -0.2314 -2.6280 -1.7172
C -1.5143 -2.9929 -1.7696
H -5.7985 -3.4027 -0.2068
H -6.3517 -2.7746 -2.3749
H -5.9873 -4.4819 -2.8000
H -4.0263 -2.5259 -1.7900
H -1.5081 -4.9983 -4.4804
H 0.9172 -4.4193 -4.3106
H 1.6346 -2.8050 -2.5365
H -2.1248 -2.5702 -0.9780
F 2.8064 0.9910 -0.1671
C 3.2709 -0.3202 -0.4224
F 4.4995 -0.0503 -1.0253
F 2.4938 -0.6574 -1.5650

***

No. 6
C6H10N | ωB97M-V/def2-TZVPD

E_HOMO (alpha / beta) ... -13.9 / -10.4 eV
HOMO-LUMO gap (alpha / beta) ... 8.2 / 4.3 eV
E ... -288.807703 hartree
LUMO (alpha / beta) ... -0.2112 / -0.2246 hartree
Net charge ... +1

Element x y z (Å)
C 3.4426 3.2184 -2.0771
C 1.1070 1.4374 -1.0123
C -0.4334 -0.9739 0.4987
C 1.3875 2.7056 -0.8628
C -2.0973 -2.7280 1.2604
C -1.8299 -1.4068 0.6882
N 2.5530 3.3003 -1.3706
H 4.4430 3.2155 -2.3831
H 1.3973 0.5027 -1.3595
H 0.3097 -1.6178 1.0373
H -0.1065 -0.2164 -0.1060
H 0.7114 3.4889 -0.4012
H -1.9045 -3.5929 0.6123
H -3.0223 -2.7984 1.7418
H -1.3296 -2.9173 2.1358
H -2.0627 -0.6897 1.5615
H -2.5653 -0.9278 0.0367